Entry 1:
This record from the OMol25 dataset describes a 2-piece molecular cluster, C7H12N7O overall at a distorted geometry. The level of theory is ωB97M-V with the def2-TZVPD basis set.

E_HOMO (alpha / beta) ... -0.4593 / -0.4593 Ha
Largest force on an atom ... 5.17 eV Å⁻¹
Energy ... -732.0861 hartree

Geometry as ORCA input:
```
! wB97M-V def2-TZVPD RIJCOSX def2/J DEFGRID3
* xyz 1 1
C 1.29 1.85 -1.03
C -1.78 2.01 -0.85
C 0.99 1.11 0.19
C -1.43 1.29 0.33
C -0.36 -2.40 -0.95
C 0.93 -2.22 1.01
C -0.23 0.89 0.89
N 2.59 1.73 -1.23
N -3.08 2.08 -0.89
N 2.12 0.66 0.70
N -2.59 0.94 0.96
N 3.00 1.00 -0.22
N -3.50 1.41 0.17
N 0.59 -1.63 -0.23
O -0.35 0.43 2.10
H 0.76 2.47 -1.68
H -1.11 2.63 -1.52
H -1.50 -2.22 -0.76
H -0.43 -2.23 -2.13
H -0.31 -3.49 -0.84
H 1.46 -1.50 1.70
H -0.02 -2.16 1.57
H 1.53 -3.06 0.93
H 3.92 0.63 -0.15
H -4.40 1.10 0.22
H 1.35 -1.45 -0.78
H 0.55 0.10 2.49
*
```

=====

Entry 2:
This record from the OMol25 dataset describes a single C4H8O2 molecule. The level of theory is ωB97M-V with the def2-TZVPD basis set.

SMILES string ... C[C@@H]1O[C@@H]1CO
E_HOMO ... -0.3692 Ha
Largest force on an atom ... 0.42 eV Å⁻¹
Energy ... -307.6331 hartree

Geometry as ORCA input:
```
! wB97M-V def2-TZVPD RIJCOSX def2/J DEFGRID3
* xyz 0 1
C 0.80 0.88 -1.50
C 0.80 -0.47 -0.84
C -0.84 0.08 1.13
O -1.25 -0.65 2.27
C -0.06 -0.88 0.27
O -0.40 -1.20 -1.07
H 1.06 0.73 -2.55
H 1.52 1.59 -1.08
H -0.21 1.32 -1.47
H 1.74 -1.02 -0.93
H -0.16 0.90 1.41
H -1.69 0.51 0.58
H -1.55 -0.03 2.94
H 0.24 -1.77 0.83
*
```

=====

Entry 3:
This record from the OMol25 dataset describes C22H55CrF6O6P5Sb as an isolated structure at a distorted geometry. The level of theory is ωB97M-V with the def2-TZVPD basis set.

E_HOMO (alpha / beta) ... -0.6862 / -0.6780 Ha
Largest force on an atom ... 2.18 eV Å⁻¹
Energy ... -4912.8337 hartree

Geometry as ORCA input:
```
! wB97M-V def2-TZVPD RIJCOSX def2/J DEFGRID3
* xyz 3 3
Cr 0.04 0.02 -0.48
C 1.23 1.58 5.86
C 2.21 1.02 4.86
C 2.99 -0.14 5.46
O 1.42 0.58 3.68
P 1.94 0.70 2.22
O 0.72 0.68 1.33
C 3.15 -0.61 1.85
P 2.16 -1.88 1.00
O 1.62 -1.25 -0.26
O 3.17 -3.02 0.73
C 3.12 -4.17 -0.20
C 1.72 -4.34 -0.75
C 3.62 -5.42 0.51
O 0.98 -2.26 1.94
C 1.13 -2.78 3.31
C -0.25 -2.85 3.93
C 1.80 -4.14 3.32
O 2.73 2.05 2.04
C 2.07 3.33 2.33
C 3.14 4.27 2.85
C 1.42 3.85 1.05
H 1.77 1.95 6.72
H 0.54 0.81 6.18
H 0.66 2.41 5.44
H 2.91 1.79 4.51
H 2.33 -0.94 5.76
H 3.50 0.22 6.36
H 3.76 -0.51 4.79
H 3.60 -0.99 2.76
H 3.96 -0.28 1.21
H 3.82 -3.90 -1.00
H 1.03 -4.60 0.05
H 1.71 -5.14 -1.49
H 1.41 -3.42 -1.24
H 2.85 -5.86 1.14
H 4.49 -5.20 1.12
H 3.89 -6.16 -0.24
H 1.75 -2.05 3.85
H -0.91 -3.47 3.32
H -0.68 -1.86 4.05
H -0.17 -3.31 4.91
H 1.21 -4.85 2.75
H 1.85 -4.49 4.35
H 2.81 -4.10 2.92
H 1.30 3.15 3.09
H 3.95 4.35 2.13
H 3.56 3.92 3.79
H 2.71 5.26 3.02
H 2.19 4.27 0.39
H 0.73 4.65 1.29
H 0.90 3.04 0.54
C 3.47 1.72 -1.05
P 2.00 0.90 -1.75
C 2.68 -0.46 -2.74
C 1.43 2.09 -3.02
C 0.09 1.60 -3.54
P -1.14 1.54 -2.17
C -2.59 0.94 -3.08
C -1.46 3.32 -1.84
H 4.31 1.57 -1.74
H 3.74 1.34 -0.08
H 3.29 2.79 -0.96
H 3.28 -0.04 -3.55
H 1.90 -1.09 -3.16
H 3.32 -1.09 -2.12
H 2.17 2.14 -3.82
H 1.33 3.09 -2.59
H 0.18 0.60 -3.97
H -0.31 2.25 -4.33
H -2.77 1.64 -3.90
H -3.50 0.88 -2.48
H -2.38 -0.05 -3.49
H -1.44 3.85 -2.79
H -0.72 3.75 -1.18
H -2.45 3.46 -1.41
F -0.48 -1.10 -2.13
Sb -1.65 -2.91 -1.56
F -0.38 -3.80 -2.68
F -2.51 -2.51 -3.22
F -1.79 -4.34 -0.33
F -3.15 -1.93 -0.82
F -0.85 -1.94 0.11
C -1.82 2.40 1.58
P -2.03 0.79 0.75
C -3.74 0.94 0.10
C -2.21 -0.33 2.17
H -2.68 2.54 2.24
H -1.80 3.23 0.88
H -0.91 2.41 2.17
H -4.41 0.93 0.95
H -4.02 0.11 -0.55
H -3.87 1.88 -0.43
H -3.22 -0.23 2.57
H -1.48 -0.03 2.93
H -2.05 -1.37 1.91
*
```